Run w
Computed, not measured: one molecule with the formula C5H12N2, with wB97M-V/def2-TZVPD.

ORCA input file:
```
! RIJCOSX wB97M-V def2-TZVPD def2/J DEFGRID3
* xyz 0 1
C -0.437 -1.044 -2.207
N 0.282 -0.328 -1.431
C 0.817 -0.941 -0.210
N -0.069 -1.938 0.371
C 1.126 0.217 0.732
C 0.223 1.573 0.343
C -1.222 1.459 0.779
H -0.585 -2.127 -2.079
H -0.883 -0.587 -3.101
H 1.767 -1.424 -0.471
H 0.465 -2.485 1.044
H -0.816 -1.488 0.887
H 0.934 -0.038 1.780
H 2.177 0.512 0.648
H 0.288 1.974 -0.672
H 0.727 2.354 0.920
H -1.774 0.744 0.162
H -1.721 2.429 0.682
H -1.297 1.138 1.821
*
```

Values from the calculation:
Structure (SMILES) ... C=N[C@H](N)CCC
Highest occupied orbital energy ... -9.391 eV
Frontier orbital gap ... 10.47 eV


Run x
Computed, not measured: one molecule with the formula C5H12N2, with wB97M-V/def2-TZVPD.

ORCA input file:
```
! RIJCOSX wB97M-V def2-TZVPD def2/J DEFGRID3
* xyz 0 1
H 2.815 -1.232 -0.523
N 1.934 -0.976 -0.975
C 1.010 -0.639 -0.129
C 1.440 -0.376 1.294
C -0.514 -1.238 -0.601
C -1.432 -0.429 0.263
N -0.800 0.970 0.292
C -0.911 1.785 -0.906
H 0.671 -0.652 2.016
H 2.362 -0.906 1.542
H 1.709 0.685 1.354
H -0.640 -0.974 -1.653
H -0.578 -2.321 -0.495
H -1.457 -0.802 1.290
H -2.424 -0.328 -0.187
H -0.326 1.399 1.081
H -1.391 2.731 -0.639
H 0.071 1.967 -1.345
H -1.538 1.335 -1.679
*
```

Values from the calculation:
Structure (SMILES) ... [H]/N=C(\C)CCNC
Highest occupied orbital energy ... -8.241 eV
Frontier orbital gap ... 9.18 eV


Run y
Computed, not measured: one molecule with the formula C5H12N2, with wB97M-V/def2-TZVPD.

ORCA input file:
```
! RIJCOSX wB97M-V def2-TZVPD def2/J DEFGRID3
* xyz 0 1
C -2.948 -0.756 -0.376
C -2.237 0.135 0.632
C -0.981 0.809 0.073
C 0.124 -0.176 -0.265
N 1.294 0.544 -0.753
C 2.426 0.326 -0.270
N 2.726 -0.623 0.791
H -2.325 -1.600 -0.675
H -3.861 -1.185 0.032
H -3.210 -0.203 -1.278
H -2.915 0.921 0.981
H -1.962 -0.450 1.512
H -0.609 1.516 0.815
H -1.237 1.380 -0.823
H -0.197 -0.844 -1.067
H 0.365 -0.811 0.591
H 3.295 0.886 -0.616
H 3.303 -0.151 1.483
H 3.335 -1.342 0.406
*
```

Values from the calculation:
Structure (SMILES) ... CCCC/N=C\N
Highest occupied orbital energy ... -9.469 eV
Frontier orbital gap ... 10.45 eV


Run z
Computed, not measured: C5H12N2 as an isolated structure, with wB97M-V/def2-TZVPD.

ORCA input file:
```
! RIJCOSX wB97M-V def2-TZVPD def2/J DEFGRID3
* xyz 0 1
C 2.523 -0.380 1.077
C 1.546 0.359 0.211
N 0.695 1.219 0.703
C 1.185 -0.170 -1.095
H 0.861 1.551 1.647
H -0.516 0.952 0.295
H 2.311 -1.453 1.065
H 3.536 -0.251 0.690
H 2.496 -0.036 2.112
H 0.922 0.611 -1.808
H 1.926 -0.837 -1.530
C -2.614 -0.632 0.202
C -1.669 0.342 -0.449
N -1.924 1.059 -1.457
H -2.841 0.869 -1.890
H 0.086 -0.542 -0.927
H -2.881 -0.282 1.203
H -2.115 -1.595 0.335
H -3.528 -0.784 -0.386
*
```

Values from the calculation:
Highest occupied orbital energy ... -7.314 eV
Frontier orbital gap ... 8.08 eV


It is run z that is the least stable of them.


Run w
Computed, not measured: a 2-piece molecular cluster, HN3O overall, with wB97M-V/def2-TZVPD.

ORCA input file:
```
! RIJCOSX wB97M-V def2-TZVPD def2/J DEFGRID3
* xyz 0 1
N -1.205 -0.516 0.286
N -1.971 -0.102 -0.367
N 1.076 0.154 0.438
O 0.756 1.093 -0.238
H 1.344 -0.628 -0.119
*
```

Values from the calculation:
Structure (SMILES) ... N#N.N=O
Highest occupied orbital energy ... -9.578 eV
Frontier orbital gap ... 9.23 eV


Run x
Computed, not measured: one molecule with the formula HN3O, with wB97M-V/def2-TZVPD.

ORCA input file:
```
! RIJCOSX wB97M-V def2-TZVPD def2/J DEFGRID3
* xyz 0 1
N -1.893 0.323 -0.084
N -0.772 0.290 0.134
N 0.555 -0.016 -0.173
O 0.748 -1.273 -0.008
H 1.362 0.675 0.131
*
```

Values from the calculation:
Highest occupied orbital energy (alpha / beta) ... -8.757 / -8.331 eV
Frontier orbital gap (alpha / beta) ... 8.61 / 8.00 eV


It is run x that is the least stable of them.


Run w
Computed, not measured: a 5-piece molecular cluster, H10O5 overall, with wB97M-V/def2-TZVPD.

ORCA input file:
```
! RIJCOSX wB97M-V def2-TZVPD def2/J DEFGRID3
* xyz 0 1
O -0.160 -2.773 -0.352
H 0.594 -3.267 -0.012
H -0.107 -1.892 0.089
O 0.170 -0.223 0.597
H 0.771 0.011 -0.126
H -0.112 0.621 0.982
O 2.240 -0.544 -1.457
H 3.139 -0.678 -1.775
H 1.787 -1.386 -1.614
O -0.657 1.737 2.652
H -0.289 1.416 3.483
H -1.609 1.782 2.804
O -2.140 1.432 -1.882
H -1.633 1.487 -1.065
H -1.994 2.277 -2.322
*
```

Values from the calculation:
Structure (SMILES) ... O.O.O.O.O
Highest occupied orbital energy ... -10.821 eV
Frontier orbital gap ... 11.29 eV


Run x
Computed, not measured: a 5-piece molecular cluster, H10O5 overall, with wB97M-V/def2-TZVPD.

ORCA input file:
```
! RIJCOSX wB97M-V def2-TZVPD def2/J DEFGRID3
* xyz 0 1
O -3.462 -0.288 -1.434
H -2.903 -1.076 -1.277
H -3.767 -0.263 -0.515
O -1.026 -1.945 -0.513
H -1.243 -2.853 -0.289
H -0.399 -1.912 -1.240
O 3.441 0.537 -1.422
H 4.018 1.230 -1.091
H 2.527 0.852 -1.535
O 3.030 0.231 2.294
H 2.444 -0.535 2.334
H 2.835 0.609 1.429
O -1.862 1.503 1.058
H -2.276 1.570 1.918
H -2.337 1.940 0.350
*
```

Values from the calculation:
Structure (SMILES) ... O.O.O.O.O
Highest occupied orbital energy ... -11.097 eV
Frontier orbital gap ... 11.41 eV


It is run x that is the least stable of them.